# C73H72Ge2InO2P2S4

C73H72Ge2InO2P2S4 as an isolated structure in a non-equilibrium geometry (wB97M-V/def2-TZVPD, the Open Molecules 2025 dataset).

Computed properties:
Relative energy (zero: lowest compared OMol25 entry of this formula, charge and spin)   29.5 kJ/mol
LUMO level   -2.89 eV
Energy   -261095.254 eV
HOMO-LUMO gap   7.1 eV
Net charge   +1
HOMO energy   -0.3670 hartree

Atoms and positions in Å:
In1 0.827 0.004 1.172
C1 -1.838 -5.711 2.873
C2 -2.601 -4.625 2.176
C3 -2.984 -3.472 2.848
C4 -3.726 -2.488 2.216
C5 -4.241 -1.301 2.972
C6 -4.049 -2.645 0.865
C7 -3.703 -3.811 0.180
C8 -4.139 -4.061 -1.233
C9 -2.979 -4.784 0.851
C10 -4.865 -1.610 0.196
C11 -6.250 -1.685 0.269
C12 -7.037 -0.743 -0.365
C13 -6.449 0.275 -1.090
C14 -5.064 0.374 -1.169
C15 -4.282 -0.568 -0.517
Ge1 -2.268 -0.453 -0.570
S1 -1.574 0.184 1.516
S2 -1.059 0.942 -1.931
Ge2 0.247 -0.902 -2.252
S3 2.014 -0.793 -0.792
S4 -1.219 -2.341 -1.278
C16 0.921 -1.215 -4.130
C17 0.721 -2.436 -4.763
C18 1.172 -2.602 -6.069
C19 1.820 -1.573 -6.724
C20 2.015 -0.363 -6.087
C21 1.562 -0.172 -4.788
C22 1.745 1.151 -4.156
C23 2.883 1.426 -3.401
C24 3.969 0.408 -3.223
C25 3.040 2.702 -2.873
C26 2.109 3.699 -3.105
C27 2.293 5.088 -2.569
C28 1.001 3.414 -3.895
C29 0.810 2.156 -4.435
C30 -0.345 1.868 -5.344
C31 0.051 -3.574 -4.104
C32 -1.238 -3.940 -4.486
C33 -2.028 -3.149 -5.489
C34 -1.799 -5.085 -3.938
C35 -1.105 -5.863 -3.027
C36 -1.694 -7.122 -2.471
C37 0.177 -5.477 -2.654
C38 0.772 -4.349 -3.189
C39 2.193 -4.001 -2.862
C40 -4.476 1.480 -1.950
C41 -4.370 2.749 -1.385
C42 -4.739 2.999 0.048
C43 -3.939 3.801 -2.181
C44 -3.631 3.616 -3.518
C45 -3.221 4.769 -4.381
C46 -3.726 2.338 -4.057
C47 -4.140 1.264 -3.291
C48 -4.244 -0.111 -3.879
H1 -1.618 -5.433 3.902
H2 -0.902 -5.914 2.354
H3 -2.420 -6.633 2.882
H4 -2.720 -3.350 3.890
H5 -3.822 -1.267 3.974
H6 -5.327 -1.355 3.048
H7 -3.995 -0.370 2.460
H8 -4.663 -3.204 -1.648
H9 -4.806 -4.922 -1.265
H10 -3.277 -4.282 -1.861
H11 -2.718 -5.691 0.328
H12 -6.696 -2.503 0.815
H13 -8.112 -0.804 -0.298
H14 -7.049 1.006 -1.610
H15 0.993 -3.546 -6.561
H16 2.168 -1.712 -7.734
H17 2.511 0.455 -6.589
H18 3.644 -0.572 -3.564
H19 4.270 0.332 -2.180
H20 4.842 0.699 -3.804
H21 3.929 2.911 -2.296
H22 3.227 5.182 -2.020
H23 1.469 5.352 -1.906
H24 2.306 5.805 -3.388
H25 0.287 4.199 -4.101
H26 -0.949 2.759 -5.490
H27 -0.976 1.083 -4.925
H28 0.010 1.523 -6.315
H29 -1.524 -2.226 -5.764
H30 -3.009 -2.904 -5.086
H31 -2.180 -3.741 -6.392
H32 -2.791 -5.380 -4.252
H33 -2.697 -7.292 -2.855
H34 -1.735 -7.071 -1.383
H35 -1.070 -7.974 -2.741
H36 0.726 -6.088 -1.952
H37 2.634 -4.749 -2.210
H38 2.263 -3.032 -2.362
H39 2.782 -3.938 -3.777
H40 -5.009 2.077 0.556
H41 -5.588 3.681 0.101
H42 -3.908 3.457 0.582
H43 -3.866 4.789 -1.748
H44 -3.270 5.704 -3.829
H45 -3.876 4.841 -5.249
H46 -2.202 4.631 -4.742
H47 -3.486 2.184 -5.099
H48 -3.959 -0.104 -4.928
H49 -5.261 -0.494 -3.793
H50 -3.586 -0.805 -3.347
O1 3.072 0.262 1.993
P1 3.846 1.238 2.809
C49 2.750 2.501 3.566
P2 1.393 1.610 4.416
O2 0.788 0.574 3.536
C50 2.097 0.911 5.923
C51 2.526 1.760 6.937
C52 3.015 1.225 8.114
C53 3.072 -0.151 8.278
C54 2.654 -0.995 7.262
C55 2.162 -0.466 6.082
C56 0.188 2.873 4.891
C57 0.414 4.241 4.823
C58 -0.588 5.119 5.201
C59 -1.804 4.636 5.655
C60 -2.027 3.269 5.731
C61 -1.033 2.389 5.348
C62 4.781 0.486 4.156
C63 4.931 -0.894 4.184
C64 5.729 -1.478 5.153
C65 6.376 -0.686 6.088
C66 6.206 0.690 6.073
C67 5.416 1.280 5.106
C68 4.966 2.217 1.775
C69 4.392 2.974 0.760
C70 5.192 3.782 -0.026
C71 6.562 3.821 0.182
C72 7.134 3.040 1.172
C73 6.339 2.240 1.974
H51 2.314 3.100 2.760
H52 3.306 3.135 4.254
H53 2.461 2.832 6.815
H54 3.336 1.880 8.909
H55 3.434 -0.562 9.208
H56 2.697 -2.066 7.395
H57 1.818 -1.106 5.280
H58 1.361 4.633 4.480
H59 -0.414 6.183 5.143
H60 -2.577 5.328 5.956
H61 -2.971 2.890 6.091
H62 -1.187 1.319 5.390
H63 4.423 -1.492 3.440
H64 5.859 -2.549 5.169
H65 7.023 -1.134 6.826
H66 6.703 1.307 6.805
H67 5.311 2.356 5.087
H68 3.322 2.923 0.582
H69 4.747 4.395 -0.794
H70 7.182 4.462 -0.426
H71 8.201 3.064 1.331
H72 6.786 1.638 2.751

Results of the Löwdin charge analysis, in e, for atoms 1 through 99: atom 1 (In): 0.47, atom 2 (C): -0.05, atom 3 (C): -0.26, atom 4 (C): 0.00, atom 5 (C): -0.23, atom 6 (C): -0.05, atom 7 (C): -0.17, atom 8 (C): -0.25, atom 9 (C): -0.03, atom 10 (C): -0.01, atom 11 (C): -0.24, atom 12 (C): -0.01, atom 13 (C): -0.04, atom 14 (C): -0.01, atom 15 (C): -0.24, atom 16 (C): -0.19, atom 17 (Ge): 0.18, atom 18 (S): 0.23, atom 19 (S): 0.30, atom 20 (Ge): 0.18, atom 21 (S): 0.24, atom 22 (S): 0.35, atom 23 (C): -0.19, atom 24 (C): -0.23, atom 25 (C): -0.01, atom 26 (C): -0.04, atom 27 (C): -0.02, atom 28 (C): -0.24, atom 29 (C): -0.17, atom 30 (C): -0.22, atom 31 (C): -0.06, atom 32 (C): 0.00, atom 33 (C): -0.26, atom 34 (C): -0.04, atom 35 (C): -0.01, atom 36 (C): -0.24, atom 37 (C): -0.03, atom 38 (C): -0.19, atom 39 (C): -0.22, atom 40 (C): -0.02, atom 41 (C): -0.02, atom 42 (C): -0.27, atom 43 (C): -0.04, atom 44 (C): -0.01, atom 45 (C): -0.24, atom 46 (C): -0.02, atom 47 (C): -0.18, atom 48 (C): -0.21, atom 49 (C): -0.02, atom 50 (C): 0.00, atom 51 (C): -0.26, atom 52 (C): -0.04, atom 53 (C): -0.02, atom 54 (C): -0.25, atom 55 (C): -0.02, atom 56 (H): 0.07, atom 57 (H): 0.08, atom 58 (H): 0.09, atom 59 (H): 0.11, atom 60 (H): 0.08, atom 61 (H): 0.09, atom 62 (H): 0.03, atom 63 (H): 0.08, atom 64 (H): 0.10, atom 65 (H): 0.04, atom 66 (H): 0.11, atom 67 (H): 0.13, atom 68 (H): 0.11, atom 69 (H): 0.13, atom 70 (H): 0.13, atom 71 (H): 0.11, atom 72 (H): 0.13, atom 73 (H): 0.07, atom 74 (H): 0.05, atom 75 (H): 0.09, atom 76 (H): 0.10, atom 77 (H): 0.05, atom 78 (H): 0.08, atom 79 (H): 0.09, atom 80 (H): 0.12, atom 81 (H): 0.07, atom 82 (H): 0.06, atom 83 (H): 0.09, atom 84 (H): 0.07, atom 85 (H): 0.08, atom 86 (H): 0.09, atom 87 (H): 0.12, atom 88 (H): 0.08, atom 89 (H): 0.07, atom 90 (H): 0.09, atom 91 (H): 0.12, atom 92 (H): 0.08, atom 93 (H): 0.02, atom 94 (H): 0.09, atom 95 (H): 0.07, atom 96 (H): 0.09, atom 97 (H): 0.08, atom 98 (H): 0.12, atom 99 (H): 0.08

---

# C31H82FeO11

C31H82FeO11 as an isolated structure in a non-equilibrium geometry (wB97M-V/def2-TZVPD, the Open Molecules 2025 dataset).

Computed properties:
Relative energy (zero: lowest compared OMol25 entry of this formula, charge and spin)   426.0 kJ/mol
LUMO level (alpha / beta)   -3.62 / -5.79 eV
Energy   -90376.028 eV
HOMO-LUMO gap (alpha / beta)   8.1 / 5.9 eV
2S+1   6
Net charge   +1
⟨S²⟩   8.77
HOMO energy (alpha / beta)   -0.4300 / -0.4300 hartree

Atoms and positions in Å:
Fe1 -2.105 -1.088 -3.044
C1 0.871 -1.082 -0.221
C2 -0.220 -0.069 -0.356
O1 -0.999 -0.255 -1.509
H1 0.531 -2.085 0.041
H2 1.567 -0.799 0.569
H3 1.440 -1.099 -1.150
H4 0.279 0.900 -0.367
H5 -0.866 -0.045 0.522
C3 1.171 -3.863 -3.360
C4 -0.376 -4.055 -3.465
O2 -1.093 -2.846 -3.272
H6 1.536 -3.011 -3.934
H7 1.641 -4.799 -3.661
H8 1.509 -3.699 -2.337
H9 -0.724 -4.844 -2.799
H10 -0.603 -4.370 -4.483
C5 2.182 3.708 0.073
C6 2.219 5.196 -0.200
C7 0.882 5.702 -0.695
O3 2.407 5.909 1.033
H11 3.190 3.401 0.349
H12 1.903 3.124 -0.804
H13 1.509 3.403 0.874
H14 3.028 5.523 -0.853
H15 0.970 6.701 -1.123
H16 0.096 5.787 0.055
H17 0.622 5.036 -1.518
H18 3.231 5.588 1.407
C8 -2.725 -3.166 3.934
C9 -1.478 -2.698 4.689
C10 -1.091 -1.248 4.256
O4 -1.765 -2.694 6.059
H19 -3.349 -2.301 3.712
H20 -3.297 -3.926 4.466
H21 -2.471 -3.639 2.985
H22 -0.637 -3.343 4.434
H23 -0.906 -1.233 3.182
H24 -0.199 -0.831 4.724
H25 -1.977 -0.673 4.527
H26 -2.588 -2.201 6.081
C11 -5.094 1.025 3.161
C12 -4.394 1.816 2.005
C13 -3.000 1.409 1.790
O5 -5.165 1.680 0.797
H27 -5.484 0.051 2.866
H28 -5.942 1.519 3.634
H29 -4.433 0.873 4.015
H30 -4.423 2.853 2.337
H31 -2.553 1.881 0.914
H32 -2.971 0.337 1.598
H33 -2.334 1.517 2.645
H34 -4.537 1.806 0.081
C14 0.526 -0.360 -6.024
C15 0.310 0.089 -4.630
C16 0.824 1.497 -4.272
O6 -1.089 0.122 -4.455
H35 1.587 -0.517 -6.219
H36 0.110 0.425 -6.656
H37 0.021 -1.286 -6.298
H38 0.777 -0.717 -4.065
H39 0.254 2.246 -4.821
H40 1.881 1.544 -4.533
H41 0.794 1.749 -3.212
H42 -1.388 0.833 -5.026
C17 -5.597 -1.242 -1.120
C18 -4.093 -1.439 -0.744
C19 -3.924 -2.291 0.468
O7 -3.452 -2.091 -1.812
H43 -5.764 -0.498 -1.899
H44 -6.109 -0.808 -0.262
H45 -5.983 -2.191 -1.493
H46 -3.620 -0.466 -0.613
H47 -4.394 -1.850 1.347
H48 -2.891 -2.533 0.716
H49 -4.431 -3.254 0.413
H50 -3.758 -2.998 -1.742
C20 3.675 0.764 -1.796
C21 4.596 -0.064 -2.704
C22 4.092 -1.453 -2.999
O8 4.702 0.587 -3.957
H51 3.602 0.450 -0.754
H52 2.657 0.738 -2.186
H53 3.952 1.816 -1.863
H54 5.537 -0.170 -2.163
H55 4.721 -2.009 -3.695
H56 3.103 -1.496 -3.454
H57 4.103 -2.124 -2.140
H58 5.049 1.465 -3.784
C23 2.458 1.073 3.211
C24 3.958 0.847 3.010
C25 4.835 1.993 3.372
O9 4.376 -0.170 3.802
H59 2.004 0.092 3.074
H60 2.094 1.835 2.522
H61 2.193 1.437 4.204
H62 4.189 0.393 2.047
H63 5.893 1.741 3.301
H64 4.615 2.516 4.303
H65 4.632 2.747 2.611
H66 4.983 -0.736 3.319
C26 3.980 -4.847 3.125
C27 2.619 -4.354 3.520
C28 2.161 -3.206 2.660
O10 1.797 -5.462 3.476
H67 4.755 -4.094 3.266
H68 3.871 -5.040 2.058
H69 4.264 -5.725 3.706
H70 2.648 -4.018 4.556
H71 1.089 -3.011 2.638
H72 2.392 -3.423 1.617
H73 2.741 -2.318 2.914
H74 2.072 -5.998 4.224
C29 -3.374 4.702 -1.129
C30 -3.230 3.563 -2.188
C31 -1.741 3.348 -2.508
O11 -3.845 2.424 -1.593
H75 -3.051 5.685 -1.470
H76 -2.849 4.521 -0.191
H77 -4.358 4.804 -0.672
H78 -3.835 3.807 -3.060
H79 -1.586 2.649 -3.330
H80 -1.132 3.000 -1.674
H81 -1.307 4.312 -2.774
H82 -3.679 1.665 -2.158

Results of the Löwdin charge analysis, in e, for atoms 1 through 99: atom 1 (Fe): 1.07, atom 2 (C): -0.08, atom 3 (C): -0.37, atom 4 (O): -0.30, atom 5 (H): 0.07, atom 6 (H): 0.06, atom 7 (H): 0.06, atom 8 (H): 0.10, atom 9 (H): 0.09, atom 10 (C): -0.06, atom 11 (C): -0.26, atom 12 (O): -0.16, atom 13 (H): 0.05, atom 14 (H): 0.08, atom 15 (H): 0.07, atom 16 (H): 0.13, atom 17 (H): 0.12, atom 18 (C): -0.06, atom 19 (C): -0.48, atom 20 (C): -0.06, atom 21 (O): -0.05, atom 22 (H): 0.07, atom 23 (H): 0.06, atom 24 (H): 0.08, atom 25 (H): 0.14, atom 26 (H): 0.08, atom 27 (H): 0.09, atom 28 (H): 0.06, atom 29 (H): 0.08, atom 30 (C): -0.05, atom 31 (C): -0.49, atom 32 (C): -0.05, atom 33 (O): -0.03, atom 34 (H): 0.06, atom 35 (H): 0.09, atom 36 (H): 0.07, atom 37 (H): 0.12, atom 38 (H): 0.06, atom 39 (H): 0.08, atom 40 (H): 0.07, atom 41 (H): 0.09, atom 42 (C): -0.04, atom 43 (C): -0.46, atom 44 (C): -0.07, atom 45 (O): -0.05, atom 46 (H): 0.06, atom 47 (H): 0.07, atom 48 (H): 0.07, atom 49 (H): 0.13, atom 50 (H): 0.08, atom 51 (H): 0.06, atom 52 (H): 0.09, atom 53 (H): 0.02, atom 54 (C): -0.04, atom 55 (C): -0.48, atom 56 (C): -0.01, atom 57 (O): -0.13, atom 58 (H): 0.10, atom 59 (H): 0.09, atom 60 (H): 0.09, atom 61 (H): 0.12, atom 62 (H): 0.09, atom 63 (H): 0.09, atom 64 (H): 0.07, atom 65 (H): 0.12, atom 66 (C): -0.01, atom 67 (C): -0.47, atom 68 (C): -0.04, atom 69 (O): -0.12, atom 70 (H): 0.08, atom 71 (H): 0.09, atom 72 (H): 0.09, atom 73 (H): 0.11, atom 74 (H): 0.08, atom 75 (H): 0.09, atom 76 (H): 0.10, atom 77 (H): 0.13, atom 78 (C): -0.05, atom 79 (C): -0.48, atom 80 (C): -0.06, atom 81 (O): -0.04, atom 82 (H): 0.07, atom 83 (H): 0.05, atom 84 (H): 0.07, atom 85 (H): 0.14, atom 86 (H): 0.09, atom 87 (H): 0.05, atom 88 (H): 0.09, atom 89 (H): 0.09, atom 90 (C): -0.02, atom 91 (C): -0.56, atom 92 (C): -0.05, atom 93 (O): -0.05, atom 94 (H): 0.06, atom 95 (H): 0.06, atom 96 (H): 0.09, atom 97 (H): 0.13, atom 98 (H): 0.09, atom 99 (H): 0.09

---

# C24H47F3O6S

A 2-piece molecular cluster, C24H47F3O6S overall (wB97M-V/def2-TZVPD, the Open Molecules 2025 dataset).

Computed properties:
LUMO level   0.71 eV
Energy   -56919.876 eV
HOMO-LUMO gap   10.9 eV
HOMO energy   -0.3730 hartree

Atoms and positions in Å:
C1 9.309 -1.928 1.008
C2 8.160 -1.294 0.205
C3 7.197 -0.436 1.060
C4 5.856 -1.133 1.387
C5 4.616 -0.233 1.205
C6 3.558 -0.502 2.277
C7 2.278 0.339 2.115
C8 1.818 0.998 3.432
C9 0.292 1.175 3.549
C10 -0.171 2.626 3.339
C11 -1.613 2.783 2.836
C12 -1.765 2.786 1.311
C13 -1.062 1.645 0.601
O1 -1.196 1.751 -0.827
S1 -2.473 1.128 -1.601
O2 -2.009 1.128 -2.964
O3 -2.329 -0.475 -1.097
O4 -3.677 -0.961 -1.286
C14 -3.893 -2.065 -0.409
C15 -4.690 -1.724 0.850
C16 -4.383 -0.337 1.420
C17 -4.624 -2.847 1.903
C18 -3.278 -3.534 2.165
C19 -3.436 -4.457 3.381
C20 -2.131 -2.565 2.453
H1 10.232 -1.359 0.919
H2 9.504 -2.948 0.679
H3 9.059 -1.989 2.069
H4 7.601 -2.072 -0.314
H5 8.597 -0.646 -0.555
H6 7.702 -0.238 2.005
H7 7.007 0.502 0.540
H8 5.761 -2.044 0.795
H9 5.875 -1.451 2.432
H10 4.184 -0.450 0.226
H11 4.937 0.809 1.246
H12 3.307 -1.563 2.218
H13 4.018 -0.320 3.250
H14 1.473 -0.322 1.788
H15 2.429 1.097 1.345
H16 2.174 0.400 4.270
H17 2.289 1.981 3.504
H18 -0.225 0.500 2.868
H19 -0.001 0.872 4.557
H20 0.499 3.084 2.602
H21 -0.032 3.160 4.278
H22 -1.978 3.745 3.200
H23 -2.247 2.024 3.301
H24 -1.344 3.728 0.953
H25 -2.829 2.787 1.067
H26 -1.402 0.676 0.968
H27 0.009 1.697 0.787
H28 -4.473 -2.757 -1.023
H29 -2.932 -2.533 -0.210
H30 -5.736 -1.671 0.534
H31 -3.400 -0.281 1.881
H32 -5.118 -0.111 2.194
H33 -4.473 0.430 0.652
H34 -5.324 -3.631 1.604
H35 -4.975 -2.436 2.854
H36 -2.993 -4.137 1.298
H37 -3.477 -3.841 4.283
H38 -2.616 -5.166 3.460
H39 -4.387 -4.990 3.331
H40 -2.420 -1.847 3.223
H41 -1.796 -2.006 1.578
H42 -1.270 -3.113 2.839
C21 -1.820 2.270 -5.669
C22 -1.339 3.113 -6.828
O5 -1.647 2.505 -8.105
C23 -2.885 2.656 -8.537
O6 -3.776 3.249 -8.007
C24 -3.035 1.972 -9.912
F1 -2.504 0.747 -9.908
F2 -2.409 2.694 -10.849
F3 -4.314 1.873 -10.246
H43 -1.410 1.263 -5.732
H44 -1.506 2.713 -4.730
H45 -2.906 2.190 -5.667
H46 -0.254 3.200 -6.819
H47 -1.757 4.119 -6.801

Löwdin analysis output, partial charges in e: atom 1 (C): -0.11, atom 2 (C): -0.25, atom 3 (C): -0.21, atom 4 (C): -0.21, atom 5 (C): -0.22, atom 6 (C): -0.22, atom 7 (C): -0.20, atom 8 (C): -0.20, atom 9 (C): -0.21, atom 10 (C): -0.21, atom 11 (C): -0.20, atom 12 (C): -0.18, atom 13 (C): -0.23, atom 14 (O): -0.31, atom 15 (S): 0.97, atom 16 (O): -0.38, atom 17 (O): -0.29, atom 18 (O): -0.17, atom 19 (C): -0.16, atom 20 (C): -0.33, atom 21 (C): -0.05, atom 22 (C): -0.15, atom 23 (C): -0.43, atom 24 (C): -0.08, atom 25 (C): -0.08, atom 26 (H): 0.07, atom 27 (H): 0.06, atom 28 (H): 0.07, atom 29 (H): 0.09, atom 30 (H): 0.09, atom 31 (H): 0.10, atom 32 (H): 0.10, atom 33 (H): 0.10, atom 34 (H): 0.10, atom 35 (H): 0.11, atom 36 (H): 0.11, atom 37 (H): 0.11, atom 38 (H): 0.11, atom 39 (H): 0.10, atom 40 (H): 0.11, atom 41 (H): 0.10, atom 42 (H): 0.11, atom 43 (H): 0.08, atom 44 (H): 0.11, atom 45 (H): 0.11, atom 46 (H): 0.11, atom 47 (H): 0.11, atom 48 (H): 0.11, atom 49 (H): 0.12, atom 50 (H): 0.11, atom 51 (H): 0.10, atom 52 (H): 0.11, atom 53 (H): 0.14, atom 54 (H): 0.11, atom 55 (H): 0.14, atom 56 (H): 0.05, atom 57 (H): 0.09, atom 58 (H): 0.07, atom 59 (H): 0.12, atom 60 (H): 0.12, atom 61 (H): 0.13, atom 62 (H): 0.08, atom 63 (H): 0.08, atom 64 (H): 0.08, atom 65 (H): 0.08, atom 66 (H): 0.06, atom 67 (H): 0.08, atom 68 (C): -0.07, atom 69 (C): -0.19, atom 70 (O): 0.04, atom 71 (C): -0.41, atom 72 (O): 0.17, atom 73 (C): -0.56, atom 74 (F): 0.17, atom 75 (F): 0.17, atom 76 (F): 0.17, atom 77 (H): 0.09, atom 78 (H): 0.07, atom 79 (H): 0.08, atom 80 (H): 0.12, atom 81 (H): 0.12